# 1
Here is C14H28LuN6O6Se as an isolated structure from the OMol25 dataset. Energies are from ωB97M-V/def2-TZVPD.

```
56
Properties=species:S:1:pos:R:3:forces:R:3:mulliken_charge:R:1
O -2.73650 -1.02530 -2.62302 -0.9 0.5 -0.4 -0.52
H -3.21755 -0.54825 -3.32536 0.3 -0.1 0.7 0.28
Lu -1.22634 0.02206 0.43803 -1.1 2.5 -1.7 1.03
N -2.70094 1.70184 -0.04964 0.2 2.4 -1.5 0.41
N -0.80879 1.34667 -1.54960 -1.7 2.8 -0.5 1.04
N -0.89845 -2.10109 1.29988 1.2 -3.1 1.2 0.51
N 0.73622 -1.05937 -0.33392 2.7 -2.3 0.0 0.64
O -3.37582 1.84824 1.02839 -0.3 -0.7 0.7 -0.75
O -1.78616 -2.76705 2.21782 0.3 0.8 -0.7 -0.53
O 1.62832 -0.48543 -1.20811 -1.2 -0.8 1.4 -0.50
O 0.16860 1.14835 -2.40970 2.0 -1.4 -0.2 -0.93
C -1.53320 2.47971 -1.83793 2.2 -2.9 0.3 0.20
C -2.62869 2.69646 -0.98017 -1.1 -2.0 2.7 -0.01
C 0.25814 -2.77014 1.17921 -3.4 1.5 1.7 0.23
C 1.19703 -2.16958 0.27963 -0.3 3.3 -2.0 0.19
C -3.52604 3.88195 -0.95602 0.0 0.4 0.1 -1.34
H -4.51528 3.65090 -1.36855 0.1 -0.1 0.2 0.27
H -3.12247 4.70111 -1.56074 0.0 -0.2 0.2 0.39
H -3.66603 4.24631 0.06953 0.0 -0.2 -0.2 0.33
C -1.10988 3.41875 -2.91651 -0.1 0.1 -0.3 -1.43
H -0.90517 2.88557 -3.84856 0.0 0.0 0.1 0.30
H -0.17929 3.93253 -2.63508 -0.1 -0.2 0.0 0.24
H -1.86485 4.19157 -3.11615 0.2 -0.3 0.1 0.44
C 0.59196 -3.92898 2.04022 0.2 -0.8 -0.2 -1.18
C 2.58238 -2.67325 0.11620 0.2 -0.2 -0.3 -1.65
H -0.30296 -4.45003 2.39557 0.3 0.2 -0.1 0.42
H 1.18060 -3.61584 2.91836 -0.3 0.0 -0.3 0.24
H 1.22745 -4.63328 1.49258 -0.1 0.1 0.1 0.38
H 3.07430 -2.11549 -0.68675 -0.1 -0.2 0.2 0.37
H 2.58074 -3.74986 -0.11359 0.1 0.4 0.1 0.49
H 3.14005 -2.51414 1.05005 -0.1 -0.1 -0.2 0.28
H -2.70075 -2.45524 2.03273 1.0 0.0 0.0 0.32
H 0.99576 0.20683 -1.73631 -0.3 1.0 -1.0 0.34
C -1.97324 -2.06424 -3.22106 0.3 -0.3 -0.1 -0.52
H -2.50583 -2.46714 -4.10731 0.5 0.1 0.5 0.35
H -1.88487 -2.83425 -2.43730 0.2 0.1 -0.5 0.17
H -0.98022 -1.65232 -3.48348 -0.4 -0.4 0.0 0.21
O -3.06666 -1.11353 -0.03448 -0.9 -1.0 -1.0 -0.54
H -3.11097 -1.17517 -1.04174 0.1 0.5 0.1 0.30
H -3.78857 -1.69366 0.23317 0.0 0.3 0.3 0.30
C 1.80648 -0.64885 3.65138 -0.1 -0.2 0.4 -0.82
N 2.40767 0.08477 2.55373 -0.3 0.8 -0.2 0.42
C 3.74611 0.01565 2.21490 -0.2 0.4 -0.5 -0.70
C 3.94117 0.89538 1.20071 -0.4 -0.3 0.2 -0.52
N 2.72554 1.49538 0.93003 -0.4 -0.3 1.3 0.41
C 2.54490 2.55720 -0.03395 0.0 0.6 -0.5 -0.94
C 1.77973 1.05314 1.81539 1.7 -0.8 -0.5 -0.22
Se 0.06131 1.71339 2.08600 -0.1 0.3 0.4 -0.28
H 1.83555 -1.72943 3.45088 0.0 0.4 0.0 0.13
H 0.76312 -0.32334 3.75559 0.4 -0.1 0.0 0.28
H 2.35853 -0.44538 4.58155 -0.3 -0.1 -0.3 0.39
H 4.43569 -0.61560 2.74294 0.0 -0.1 0.0 0.56
H 4.83379 1.16542 0.66507 0.0 -0.1 0.0 0.52
H 3.39355 3.25245 0.04492 -0.4 -0.2 0.0 0.37
H 2.51689 2.15799 -1.05538 -0.1 0.0 0.3 0.33
H 1.60393 3.07560 0.18596 0.3 -0.1 -0.1 0.31
```
Forces are in eV/Å.

Values from the calculation:
Net charge: +1
E_HOMO (spin up / spin down) in eV: -8.65 / -8.65
Spin multiplicity: 1
Energy in hartree: -4966.87682


# 2
Here is C14H29AlBr2ClF4OSi2 as an isolated structure from the OMol25 dataset. Energies are from ωB97M-V/def2-TZVPD.

```
54
Properties=species:S:1:pos:R:3:forces:R:3:mulliken_charge:R:1
C 0.19528 2.88298 3.42320 0.0 0.1 -0.2 -0.82
C 0.01780 2.96705 2.10326 0.1 0.1 0.3 0.06
Si 1.17436 2.00562 1.00478 -0.1 -0.1 0.1 0.10
O 0.80771 0.41297 1.16024 0.2 0.1 -0.3 0.00
Si 1.44764 -0.86595 0.29469 -0.1 -0.2 0.0 0.18
C 3.21891 -1.20622 0.79713 0.0 -0.2 -0.3 -0.54
C 3.92236 -1.98137 -0.33711 -0.1 0.1 0.1 -0.73
C 4.47147 -1.07887 -1.42513 0.0 -0.1 -0.1 -0.37
Cl 5.80241 -0.02943 -0.81895 0.0 0.0 0.0 -0.24
C 0.34389 -2.33260 0.54092 0.1 0.3 -0.1 -1.01
C -1.04664 -2.08481 -0.09065 -0.1 -0.3 0.1 0.01
C -2.22753 -2.11937 0.89640 -0.1 -0.1 0.0 -0.93
C -3.26929 -1.02788 0.64732 0.2 0.0 -0.1 -1.27
C -2.76603 0.40203 0.86427 -0.1 0.1 0.1 0.86
C -2.79730 0.84355 2.33085 0.1 -0.1 0.0 -1.33
C 1.02725 2.51219 -0.83281 -0.1 0.3 0.1 -0.38
Br 2.85632 2.78604 -1.45290 0.2 -0.1 0.1 -0.11
C 0.07143 3.69995 -1.03560 0.0 -0.3 -0.2 0.04
C -1.34286 3.17262 -1.27993 0.0 0.1 0.1 -1.00
Br 0.57861 4.86721 -2.52334 -0.2 0.1 -0.1 -0.15
H -0.52638 3.27328 4.13500 0.1 0.1 0.0 0.25
H 1.07948 2.41097 3.84618 -0.1 -0.1 0.0 0.23
H -0.83717 3.53527 1.74438 -0.1 -0.2 0.0 0.29
H 2.55512 2.23812 1.47621 0.0 0.0 0.0 -0.31
H 1.43867 -0.50869 -1.14898 0.0 0.1 0.0 -0.09
H 3.78865 -0.30186 1.02104 0.0 0.0 0.1 0.45
H 3.18794 -1.83225 1.69367 0.1 0.1 0.1 0.33
H 3.21414 -2.65773 -0.83148 0.1 -0.1 0.0 0.24
H 4.73150 -2.59963 0.05709 0.0 0.0 0.0 0.38
H 4.89423 -1.65763 -2.24190 0.0 0.0 0.0 0.43
H 3.71154 -0.41233 -1.82634 0.0 0.0 0.0 0.14
H 0.82655 -3.18961 0.06384 0.0 -0.1 0.1 0.39
H 0.27302 -2.52423 1.61639 0.0 -0.1 0.0 0.59
H -1.07546 -1.14318 -0.64786 0.1 0.0 0.0 0.24
H -1.20321 -2.85989 -0.83599 -0.1 0.2 -0.2 -0.06
H -1.87755 -2.09804 1.93512 0.0 0.2 0.0 0.47
H -2.73879 -3.07811 0.77453 0.0 0.0 0.1 0.32
H -3.62351 -1.14247 -0.38063 0.0 0.0 0.0 0.34
H -4.12647 -1.19570 1.30782 -0.1 0.0 -0.1 0.47
H -1.74659 0.50221 0.48147 0.0 0.0 0.0 -0.52
H -3.37936 1.08318 0.26735 -0.1 0.0 0.0 0.42
H -1.89212 0.53782 2.85974 0.0 0.0 0.0 0.23
H -2.87517 1.92804 2.42888 0.0 0.0 0.0 0.33
H -3.64667 0.39340 2.85039 -0.1 0.1 0.0 0.41
H 0.67963 1.68349 -1.44595 0.0 -0.1 0.1 0.46
H 0.07811 4.35353 -0.16799 0.1 0.2 -0.1 0.32
H -1.94914 3.90618 -1.80628 0.0 0.1 0.1 0.51
H -1.32312 2.26216 -1.87908 0.0 0.0 0.0 0.35
H -1.83490 2.95105 -0.32959 0.1 -0.1 0.0 0.01
F -1.66045 -3.21378 -5.52690 0.0 0.0 0.0 -0.42
Al -1.66177 -3.54081 -3.87238 0.0 0.0 0.1 0.58
F -0.17422 -3.09077 -3.18780 0.0 0.0 0.0 -0.35
F -1.91496 -5.18831 -3.59870 0.0 0.0 0.0 -0.41
F -2.87734 -2.64935 -3.09789 0.0 0.0 0.1 -0.39
```
Forces are in eV/Å.

Values from the calculation:
Net charge: -1
E_HOMO in eV: -7.63
Spin multiplicity: 1
Energy in hartree: -7455.69978


# 3
Here is C14H29AsN5NaOS6 as an isolated structure from the OMol25 dataset. Energies are from ωB97M-V/def2-TZVPD.

```
57
Properties=species:S:1:pos:R:3:forces:R:3:mulliken_charge:R:1
Na -1.10001 -0.27089 -0.12957 0.0 0.9 0.3 0.64
N -2.47264 1.37898 1.58092 0.3 0.0 0.8 -0.24
N -1.84507 2.42595 2.25601 0.5 -0.4 0.1 -0.17
C -0.50627 2.47285 2.39864 -0.4 0.1 -0.2 0.53
N -0.06156 3.60305 2.99192 0.1 0.0 0.0 -0.45
S 0.56349 1.28635 1.88124 0.0 -0.1 0.1 -0.43
H -2.64048 1.63277 0.60246 -0.2 -0.1 0.0 -0.17
H -3.35675 1.19659 2.03311 -0.1 -0.1 0.1 0.22
H -2.36157 3.27628 2.37864 -0.2 0.3 0.0 0.24
H -0.66326 4.39429 3.15415 0.0 -0.1 0.0 0.19
H 0.92880 3.75047 2.98954 0.1 0.0 0.0 0.20
C 0.95396 -3.92127 -0.56038 0.0 -0.1 0.2 -0.92
N 0.94058 -3.54790 0.85025 0.0 0.1 0.0 0.44
C 1.59909 -4.51144 1.73885 -0.1 0.1 -0.1 -0.64
C 1.89802 -3.95934 3.13803 0.0 0.0 0.0 -0.62
C 1.20154 -2.62505 3.34506 -0.2 -0.1 0.0 -0.71
N -0.11043 -2.63220 2.68804 0.0 0.2 -0.2 0.16
C -1.17396 -1.84141 3.31574 0.2 -0.2 -0.1 -1.05
C -0.07101 -2.75349 1.31995 -0.1 0.0 0.0 0.26
O -0.87576 -2.18859 0.55620 0.4 -1.0 0.6 -0.97
H 0.50225 -4.90954 -0.70251 0.0 0.0 0.0 0.37
H 1.98381 -3.95249 -0.92014 0.0 0.0 0.0 0.33
H 0.39430 -3.20082 -1.14002 0.0 0.1 0.0 0.14
H 2.51881 -4.81596 1.24434 0.0 0.0 -0.1 0.36
H 0.97208 -5.40261 1.81666 -0.1 -0.1 0.0 0.32
H 2.97148 -3.83215 3.28560 0.0 0.0 0.0 0.34
H 1.54619 -4.67424 3.87978 0.0 0.0 0.0 0.27
H 1.80498 -1.80633 2.94593 0.0 0.1 0.0 0.25
H 1.05072 -2.42913 4.40419 0.0 0.0 0.0 0.49
H -0.83692 -0.83506 3.55603 0.1 0.1 0.0 0.32
H -1.49343 -2.34920 4.22703 0.0 0.0 0.0 0.32
H -2.01675 -1.76096 2.63953 0.0 -0.1 -0.1 0.36
C 0.38344 3.71099 -3.74734 -0.1 -0.1 -0.1 -0.81
S -1.22541 2.91252 -4.00111 0.0 0.0 0.0 -0.05
C -2.12911 3.61362 -2.67217 0.0 0.0 -0.1 -0.11
C -2.72936 2.92762 -1.67758 0.1 0.0 0.2 0.38
S -2.79741 1.23547 -1.33527 -0.6 0.1 -1.4 -0.48
S -3.60243 3.96031 -0.54957 -0.2 -0.1 0.1 -0.05
C -3.28053 5.50526 -1.24735 0.1 0.0 0.0 0.10
S -3.78890 6.93096 -0.60772 0.0 0.0 0.0 -0.26
S -2.36850 5.35501 -2.69583 0.0 0.0 -0.1 -0.14
H 0.98485 3.48977 -4.62855 0.0 0.0 0.0 0.30
H 0.86422 3.31144 -2.85844 0.0 0.0 0.1 0.15
H 0.27053 4.78768 -3.65962 0.0 0.1 0.0 0.44
C 2.15500 0.76173 -3.64903 0.0 -0.1 0.0 -1.21
As 0.97973 0.39964 -2.12395 0.2 -0.1 0.0 0.34
C 2.23955 -0.75333 -1.13453 0.0 0.0 -0.1 -0.77
C -0.03641 -1.03475 -3.00666 0.0 0.0 0.0 -1.08
H 2.69993 -0.14291 -3.91720 0.0 0.0 0.0 0.40
H 2.86239 1.55104 -3.40901 0.0 0.1 0.0 0.41
H 1.54912 1.07637 -4.49604 0.0 0.0 0.0 0.33
H 2.65661 -1.53031 -1.77766 0.0 0.0 0.0 0.34
H 1.74211 -1.22461 -0.28507 0.0 0.0 0.0 -0.18
H 3.04922 -0.13872 -0.74470 0.0 0.0 0.0 0.47
H 0.63513 -1.73245 -3.50630 0.0 0.0 0.0 0.40
H -0.70275 -0.57758 -3.73333 -0.1 0.1 -0.1 0.35
H -0.65529 -1.59230 -2.30116 0.0 0.0 0.0 0.32
```
Forces are in eV/Å.

Values from the calculation:
E_HOMO in eV: -6.91
Spin multiplicity: 1
Energy in hartree: -5687.12700